The following is a DFT calculation (the ωB97M-V functional and the def2-TZVPD basis) of the ion C18H29BN5O4S2 with charge +1 in a non-equilibrium geometry.

Cartesian coordinates (Å):
H: 2.9027 0.9325 0.7258
O: 2.1739 0.9995 -5.5248
H: -0.9636 -0.1121 -5.5116
N: -2.1736 -1.3898 1.4054
H: 1.3673 -5.3669 4.6992
C: 0.8162 0.3384 2.2441
C: 0.8021 -2.1337 2.1347
H: -2.2138 2.7927 1.5395
H: 2.5477 0.0628 3.5915
S: -2.0412 0.9276 -2.5704
N: 0.1610 -0.8079 2.0470
C: -1.2543 0.8889 1.7366
C: 1.1246 0.1329 -5.9228
H: -3.2313 1.4841 2.1320
S: 0.8537 0.2863 -2.5507
H: 1.1264 2.9942 0.2504
N: 0.0120 1.3898 2.0636
H: -3.7902 2.0005 -0.2369
C: -3.0612 -1.3812 2.2626
C: 1.7973 2.3475 -5.6280
H: -1.3369 -5.6926 3.3334
C: 2.2343 0.4422 2.6257
H: 1.2713 -0.8219 -5.4250
C: 0.6910 2.6914 -4.6277
H: 1.5034 2.6187 -6.6466
O: 0.5047 -3.7600 3.8511
C: -0.5271 -5.9927 3.9942
H: 1.3032 -5.4566 2.9506
N: -0.3520 1.6481 -4.5467
H: 2.0593 3.7770 1.3826
H: -1.7845 2.8851 -1.2417
C: -1.1487 -0.4542 1.7241
C: 3.1366 0.9496 1.7818
H: 1.2317 -0.0584 -6.9964
H: 1.6129 -2.0334 2.8492
O: 0.0026 3.5549 3.2625
H: -0.7794 1.5043 -0.6612
H: -0.5897 1.2479 -6.5731
H: -3.0684 0.3971 -0.1303
C: -1.7612 1.8238 -1.0069
H: 1.1132 2.8823 -3.6478
H: -0.4254 4.3638 2.9540
H: -0.8836 -5.8901 5.0180
N: 1.1187 3.5091 1.1228
H: 0.2180 3.6140 -4.9734
O: -3.8815 -1.3744 3.0513
C: -2.4494 1.7367 1.4195
C: -0.3994 0.9795 -3.3013
H: 1.2598 -2.3348 1.1696
C: 0.7357 -5.1633 3.8392
H: -1.0937 -2.9654 2.8883
C: -2.8693 1.4610 -0.0358
H: 2.6666 2.9474 -5.3734
H: -0.2914 -7.0454 3.8670
H: -0.0636 -4.0677 1.9143
C: -0.2781 0.7161 -5.6774
B: 0.3994 2.8539 2.1678
H: 4.0473 1.3914 2.1566
C: -0.0820 -3.2704 2.6540

Properties
highest occupied orbital energy	-0.390	hartree
charge	+1
SMILES string	C=Cc1n(CCOCC)c(N=C=O)c(CCCSC(=S)N2CCOCC2)[n+]1B(N)O


The following is a DFT calculation (the ωB97M-V functional and the def2-TZVPD basis) of a cluster of 2 separate species, O5S2 in total in a non-equilibrium geometry.

Cartesian coordinates (Å):
O: 2.9622 -1.0365 1.2882
O: -2.3325 0.6713 -0.7799
S: -1.6557 -0.0132 0.3859
O: 0.7303 1.6970 -0.1254
O: 1.1063 -0.2726 -1.6347
S: 0.7492 0.1761 -0.2286
O: -1.9297 -1.4857 0.2769

Properties
highest occupied orbital energy (alpha / beta)	-0.007 / 0.028	hartree
charge	-2
energy above the lowest of the compared OMol25 structures with the same formula, charge and spin	393.0	kJ/mol


The following is a DFT calculation (the ωB97M-V functional and the def2-TZVPD basis) of a structure of composition C16H28Br12O24S6 in a non-equilibrium geometry.

Cartesian coordinates (Å):
H: -4.7576 3.3246 -3.3774
O: -0.5792 1.3971 -0.2075
H: 6.5932 -1.5793 2.1352
O: 3.8194 -1.4075 -0.8556
O: -3.0742 2.8945 -4.4222
Br: 1.5604 2.4338 3.3388
H: -3.7340 -0.0387 1.8494
O: -6.4884 3.0257 2.4707
H: -3.6389 1.7498 -1.4481
O: -4.3126 1.7361 2.6432
S: 4.8405 5.8218 1.7867
C: -3.2991 2.4572 -2.2024
C: 5.3556 4.0839 0.2091
O: -5.7574 1.4601 0.8705
C: 0.6463 1.3848 -0.9333
O: 4.9117 0.4688 0.2579
C: 6.2095 0.1356 0.8509
Br: -4.2188 -1.5626 -4.4940
O: 4.3442 7.1840 1.7326
H: 1.9836 -2.4090 -6.5183
C: -0.5675 -4.7121 3.6011
C: -0.2994 1.9452 3.2801
O: 2.7053 -0.2759 1.1329
Br: -0.5842 0.6703 4.6965
C: -4.4124 -1.7530 -2.5956
S: -1.8046 2.1241 -4.1586
H: 2.7068 -4.4538 -0.9079
H: 0.5026 -4.7336 3.4347
H: 5.1516 3.9896 -0.8660
C: 1.7462 -4.9026 -0.7501
Br: -1.4492 3.4560 3.3896
S: 3.8701 -0.7487 0.4262
H: 6.9130 0.3314 0.0463
H: -0.6783 -3.4369 1.8139
H: -4.6622 1.6034 -3.8150
C: -1.3349 -3.8165 2.5952
H: -1.8708 -2.9820 3.0436
O: 4.7024 -1.5724 1.3897
C: -4.1035 2.4794 -3.4852
H: 0.6645 2.2171 -1.6424
Br: 1.7601 -5.9824 0.8501
O: -0.6479 2.9717 -4.3911
Br: 0.6137 -0.4282 -5.9408
O: -2.1795 -4.7640 1.9326
C: 2.0241 -1.7093 -5.7016
S: -5.2884 2.6149 1.7874
O: -0.5297 -0.5287 -1.4180
O: 3.6942 4.8652 1.5663
H: 6.4512 0.6919 1.7527
O: -1.9812 2.1160 -2.6181
Br: 3.8115 -0.9950 -5.6043
H: 6.4335 -1.9319 0.3562
H: 4.5122 3.0715 1.8864
H: 6.2923 3.5683 0.4280
H: -0.4840 1.4243 2.3664
C: 0.6868 0.1153 -1.7049
H: -6.7576 0.1679 2.1238
C: -4.5569 0.3483 2.4413
O: -2.5898 0.0658 -0.1791
H: 3.4621 3.1350 0.4067
H: -3.5991 -1.1886 -2.1400
O: 5.7137 5.2480 2.8163
H: -0.7732 -4.5104 4.6392
C: 6.1021 -1.3239 1.2006
O: -1.9941 0.7566 -4.6441
S: -2.3878 -6.1025 2.6869
H: -3.2019 3.4673 -1.7649
H: -4.6758 -0.1285 3.3969
O: -3.3111 -5.7039 3.7359
H: -5.6484 -0.6166 0.9497
S: -1.1302 -0.0500 -0.1168
O: -0.9887 -6.0479 3.2868
Br: -4.3588 -3.6126 -2.0308
Br: 1.4494 -6.1411 -2.2046
O: -0.4740 -0.8361 0.9064
C: -5.8054 0.2244 1.6169
O: 5.5728 5.4614 0.4744
H: 1.4122 1.5051 -0.1501
C: 4.1931 3.6541 1.0249
Br: 1.5932 -2.7154 -4.1145
Br: 0.5229 -3.4279 -0.7359
O: -4.4111 3.5105 1.0665
O: -2.3892 -7.1825 1.7559
Br: -5.9984 -0.8308 -2.1420
H: 1.4983 -0.5444 -1.4170
H: 0.7629 0.3293 -2.7519

Properties
highest occupied orbital energy	-0.375	hartree


The following is a DFT calculation (the ωB97M-V functional and the def2-TZVPD basis) of a structure of composition C7H10BF10NO6S3Ta in a non-equilibrium geometry.

Cartesian coordinates (Å):
O: 1.3381 0.2428 -1.7436
N: -2.1754 2.5007 0.7282
H: -3.8691 -0.1819 0.5730
H: -1.9963 0.4934 3.4346
H: 3.2793 -3.9439 0.9259
O: -0.2184 -1.6263 -2.1217
F: 1.1570 2.6811 -0.6167
H: -2.1147 -1.5412 0.1097
S: -1.6923 -0.7637 3.1118
B: -2.4408 1.0958 0.7548
C: 2.6797 1.4637 0.7958
C: 1.5498 -2.6166 1.1293
H: 2.1087 -2.0101 1.8449
F: 3.3251 0.4612 0.2085
F: -2.2714 -0.8572 -3.9297
O: 1.7694 0.1051 2.8346
H: -0.3516 -3.4198 0.6327
O: 0.5869 2.1540 2.1646
Ta: -0.7732 -0.5922 0.8588
F: 3.2247 2.5737 -1.2302
F: -3.0018 1.1584 -3.9574
H: -0.1290 -2.9750 2.3480
F: 2.6459 3.8052 0.4159
C: -1.0207 0.7751 -2.7752
S: 1.1825 0.8864 1.7597
O: -3.7776 0.7696 0.6958
O: 2.0667 -2.6536 -0.1555
F: -3.1681 -0.0132 -2.1604
C: 2.4146 2.6512 -0.1895
H: 1.7078 -4.6084 0.1428
F: -0.2910 0.8334 -3.9085
C: -2.3956 0.2331 -3.2068
S: -0.0012 -0.2889 -1.5981
C: 0.0294 -2.6633 1.3157
C: 2.2202 -3.8635 0.7299
H: -1.2136 2.7917 0.6180
F: 3.5117 1.9547 1.7461
F: -1.1579 2.0221 -2.3109
H: -2.7378 2.9664 0.0249

Properties
highest occupied orbital energy	-0.204	hartree
charge	-1


The following is a DFT calculation (the ωB97M-V functional and the def2-TZVPD basis) of a cluster of 2 separate species, C11H6NO2 in total in a non-equilibrium geometry.

Cartesian coordinates (Å):
H: -4.0160 0.9795 0.3372
C: -2.9422 0.7998 0.0971
H: 0.7490 -0.0784 -0.9060
H: -0.6337 1.4028 -2.2737
C: -0.9189 -0.4800 0.4445
C: 3.3884 0.2889 -0.2776
C: -2.3640 1.2711 -1.0872
C: 0.3827 -2.4027 1.5828
C: 2.9827 -0.7923 -1.0169
O: 2.1446 1.7609 1.2898
H: 1.1505 -2.9049 2.0269
C: -0.2344 -1.4430 1.1766
O: 3.9463 0.1758 1.2161
N: 2.8482 -1.5367 -1.9218
H: -2.9138 1.9082 -1.6788
C: -2.2418 -0.1011 0.8500
C: -0.3705 0.1077 -0.7030
C: -1.1083 0.8695 -1.5130
C: 2.9080 0.9945 0.8335
H: -2.7569 -0.8196 1.5235

Properties
highest occupied orbital energy	-0.127	hartree
charge	-1
energy above the lowest of the compared OMol25 structures with the same formula, charge and spin	223.9	kJ/mol


The following is a DFT calculation (the ωB97M-V functional and the def2-TZVPD basis) of a structure of composition C3H6Br2O in a non-equilibrium geometry.

Cartesian coordinates (Å):
C: 1.3096 -0.9429 -1.0247
H: 1.7641 -1.7601 -0.6105
Br: -2.5576 -1.2139 -1.9979
H: 1.2903 -0.0305 -0.5465
O: -0.1096 -1.3010 -1.1539
H: 1.7966 -0.7696 -1.9617
H: -1.3489 1.7789 0.9535
C: -1.4873 0.7778 0.9009
H: -0.9287 0.1968 1.6444
Br: -0.4974 1.1320 -2.6123
H: -2.3254 0.3206 0.4431
C: -0.9411 -0.3250 -1.4438

Properties
highest occupied orbital energy (alpha / beta)	-0.318 / -0.293	hartree
energy above the lowest of the compared OMol25 structures with the same formula, charge and spin	407.7	kJ/mol